Record 1
ORCA calculation (wB97M-V/def2-TZVPD) on C38H30IrN12O2 as an isolated structure at a distorted geometry.

Spin multiplicity: 2
HOMO-LUMO gap (spin up / spin down), eV: 4.883 / 6.158
LUMO energy (spin up / spin down), eV: -7.00 / -7.68
Total charge: +2

XYZ file:
```
83
C38H30IrN12O2 | the OMol25 dataset | wB97M-V/def2-TZVPD
Ir -0.347 0.253 0.149
C -5.274 -3.945 0.834
C -4.313 -4.888 0.466
C -3.060 -4.501 0.003
C -2.786 -3.146 -0.028
C -1.585 -2.400 -0.398
N -1.806 -1.083 -0.134
C -3.102 -0.895 0.276
N -3.680 0.271 0.488
C -3.062 1.437 0.490
C -3.694 2.737 0.318
C -4.993 3.097 0.013
C -5.246 4.448 -0.203
C -4.234 5.401 -0.094
C -2.932 5.042 0.235
C -2.676 3.697 0.431
C -1.443 2.967 0.679
N -0.245 3.520 0.901
C 0.896 2.906 0.743
N 1.060 1.678 0.138
C 2.372 1.408 -0.023
N 2.856 0.410 -0.750
C 2.137 -0.579 -1.215
N 0.876 -0.944 -0.789
C 0.559 -2.184 -1.278
N -0.501 -2.897 -0.975
C 1.648 -2.621 -2.152
C 1.809 -3.755 -2.923
C 2.940 -3.824 -3.733
C 3.864 -2.782 -3.774
C 3.725 -1.663 -2.957
C 2.612 -1.606 -2.142
C 3.147 2.459 0.642
C 4.498 2.597 0.875
C 4.909 3.731 1.574
C 3.997 4.692 2.000
C 2.631 4.547 1.764
C 2.225 3.412 1.094
N -1.712 1.636 0.699
C -3.741 -2.202 0.370
C -5.007 -2.582 0.778
H -6.244 -4.284 1.171
H -4.552 -5.940 0.542
H -2.331 -5.225 -0.335
H -5.771 2.350 -0.071
H -6.247 4.767 -0.461
H -4.472 6.442 -0.269
H -2.148 5.781 0.326
H 1.071 -4.546 -2.912
H 3.097 -4.691 -4.361
H 4.702 -2.842 -4.454
H 4.452 -0.862 -2.971
H 5.202 1.844 0.551
H 5.961 3.873 1.782
H 4.357 5.562 2.531
H 1.919 5.292 2.092
H -5.757 -1.847 1.037
N -0.220 0.107 2.316
C 1.087 0.041 3.026
C 1.005 -0.705 4.377
C 0.940 -2.249 4.345
C 2.287 -2.897 4.720
N 3.227 -3.019 3.612
C 3.130 -3.879 2.613
N 3.900 -3.710 1.539
N 2.327 -4.946 2.690
C 2.159 -0.738 2.228
O 3.343 -0.473 2.512
O 1.720 -1.644 1.496
H -0.759 0.920 2.597
H -0.749 -0.751 2.457
H 1.452 1.056 3.183
H 0.135 -0.320 4.918
H 1.888 -0.396 4.935
H 0.626 -2.602 3.360
H 0.197 -2.596 5.063
H 2.131 -3.879 5.170
H 2.788 -2.289 5.471
H 3.752 -2.171 3.399
H 4.348 -2.816 1.404
H 3.819 -4.318 0.744
H 1.830 -5.154 3.537
H 2.346 -5.651 1.976
```

Record 2
ORCA calculation (wB97M-V/def2-TZVPD) on C38H30IrN8O as an isolated structure at a distorted geometry.

HOMO-LUMO gap (spin up / spin down), eV: 2.020 / 6.031
LUMO energy (spin up / spin down), eV: -10.87 / -8.28
Total charge: +3

XYZ file:
```
78
C38H30IrN8O | the OMol25 dataset | wB97M-V/def2-TZVPD
Ir -0.106 2.638 0.814
C 1.605 2.169 -2.306
C 0.690 3.353 -2.407
C 0.545 4.018 -3.623
C -0.268 5.129 -3.699
C -0.917 5.566 -2.553
C -0.734 4.861 -1.378
N 0.040 3.766 -1.314
C -1.395 5.262 -0.109
C -1.954 6.520 0.063
C -2.549 6.831 1.270
C -2.556 5.889 2.283
C -1.953 4.658 2.076
N -1.399 4.359 0.884
C -1.905 3.619 3.145
C -2.273 3.891 4.449
C -2.279 2.851 5.369
C -1.972 1.578 4.939
C -1.611 1.370 3.609
C -1.329 -0.018 3.119
N -1.530 2.390 2.751
H 2.561 2.397 -2.778
H 1.185 1.305 -2.827
H 1.786 1.910 -1.265
H 1.078 3.659 -4.493
H -0.395 5.657 -4.634
H -1.566 6.428 -2.592
H -1.916 7.252 -0.729
H -2.998 7.802 1.425
H -3.036 6.112 3.223
H -2.551 4.887 4.759
H -2.543 3.037 6.402
H -2.012 0.737 5.619
H -2.138 -0.682 3.424
H -0.406 -0.413 3.550
H -1.262 -0.035 2.036
C 1.599 -10.511 -3.024
O 2.254 -9.661 -2.044
C 1.913 -8.425 -1.872
C 2.652 -7.718 -0.874
C 2.371 -6.417 -0.621
C 1.333 -5.752 -1.334
C 0.608 -6.461 -2.330
C 0.881 -7.765 -2.605
C 1.066 -4.383 -1.018
N 1.816 -3.657 -0.194
C 1.245 -2.439 -0.160
C 0.111 -2.398 -0.968
N 0.012 -3.640 -1.509
C -0.712 -1.230 -1.095
C -1.873 -1.116 -1.871
C -2.562 0.074 -1.878
C -2.090 1.134 -1.107
N -0.991 1.043 -0.366
C -0.296 -0.112 -0.355
C 0.898 -0.131 0.467
N 1.202 1.022 1.115
C 2.276 1.027 1.901
C 3.094 -0.088 2.075
C 2.803 -1.256 1.411
C 1.675 -1.284 0.587
H 2.095 -11.469 -2.937
H 1.742 -10.098 -4.020
H 0.543 -10.605 -2.777
H 3.428 -8.254 -0.343
H 2.922 -5.865 0.126
H -0.166 -5.968 -2.904
H 0.332 -8.290 -3.372
H -0.712 -3.970 -2.126
H -2.228 -1.949 -2.463
H -3.463 0.197 -2.461
H -2.610 2.082 -1.082
H 2.505 1.946 2.417
H 3.951 -0.011 2.728
H 3.416 -2.140 1.517
N 1.670 4.644 2.336
C 1.023 3.880 1.755
H 2.331 5.258 2.773
```

Record 3
ORCA calculation (wB97M-V/def2-TZVPD) on C38H31BIrN2O2S3 as an isolated structure at a distorted geometry.

HOMO-LUMO gap, eV: 5.798
LUMO energy, eV: 2.17
Total charge: -1

XYZ file:
```
78
C38H31BIrN2O2S3 | the OMol25 dataset | wB97M-V/def2-TZVPD
Ir -1.009 0.495 0.202
S 0.140 2.581 0.385
C -0.048 2.981 2.082
C 0.691 4.020 2.651
C 0.532 4.370 3.981
C -0.380 3.679 4.775
C -1.120 2.647 4.224
C -0.973 2.296 2.881
S -1.964 1.019 2.202
H 1.403 4.551 2.029
H 1.124 5.175 4.402
H -0.500 3.934 5.821
H -1.822 2.089 4.834
C -3.047 -3.310 0.936
C -3.308 -3.759 -0.361
C -2.958 -2.956 -1.426
C -2.332 -1.724 -1.203
C -2.020 -1.262 0.092
C -2.424 -2.096 1.154
C -1.974 -0.821 -2.293
C -2.576 -0.930 -3.578
C -2.349 0.016 -4.520
C -1.443 1.068 -4.245
C -1.158 2.084 -5.184
C -0.241 3.055 -4.899
C 0.451 3.015 -3.672
C 0.181 2.051 -2.741
C -0.811 1.080 -2.984
N -1.138 0.174 -1.999
H -3.328 -3.926 1.783
H -3.772 -4.723 -0.528
H -3.153 -3.303 -2.435
H -2.233 -1.774 2.171
H -3.273 -1.734 -3.761
H -2.850 -0.018 -5.481
H -1.682 2.073 -6.133
H -0.032 3.840 -5.614
H 1.206 3.761 -3.455
H 0.729 2.014 -1.813
S -4.787 2.064 -2.838
C -3.881 1.876 -1.350
N -3.017 2.782 -1.094
C -2.994 3.735 -2.099
C -2.127 4.828 -2.129
C -2.192 5.688 -3.205
C -3.104 5.472 -4.247
C -3.961 4.390 -4.233
C -3.896 3.516 -3.149
H -4.039 1.004 -0.725
H -1.422 4.952 -1.318
H -1.525 6.540 -3.251
H -3.133 6.161 -5.082
H -4.657 4.222 -5.046
C 5.356 -4.536 1.010
C 4.824 -4.382 2.436
C 4.433 -5.775 2.948
C 5.956 -3.823 3.308
C 3.614 -3.447 2.505
C 2.995 -3.225 3.737
C 1.890 -2.388 3.883
C 1.415 -1.772 2.749
O 0.359 -0.927 2.606
B 0.280 -0.591 1.235
O 1.358 -1.263 0.571
C 2.018 -1.976 1.518
C 3.111 -2.803 1.368
H 6.204 -5.224 1.010
H 5.698 -3.582 0.604
H 4.595 -4.940 0.340
H 5.285 -6.458 2.880
H 3.614 -6.186 2.355
H 4.108 -5.742 3.988
H 6.832 -4.478 3.264
H 5.649 -3.738 4.351
H 6.250 -2.830 2.964
H 3.382 -3.718 4.621
H 1.422 -2.225 4.845
H 3.546 -2.934 0.388
```

The highest total charge belongs to which entry?
C38H30IrN8O

Number 2 is which compound?
C38H30IrN8O

Which formula does entry 1 have?
C38H30IrN12O2

Which value of total charge does entry 3 give?
-1